No. 1
The following is a DFT calculation (wB97M-V/def2-TZVPD) of a structure of composition C50H46FN3O2PSr at a distorted geometry.

F_max: 3.852 eV/Å
Total charge: -1
E_tot: -2719.46257 Ha
E_HOMO: -0.18626 Eh
Multiplicity: 1

Geometry (Å):
1 Sr 10.114 12.064 18.237
2 O 9.586 14.148 19.126
3 C 9.241 15.501 19.258
4 C 8.901 16.218 17.922
5 C 8.604 15.470 16.695
6 C 7.264 14.925 16.177
7 C 6.564 15.855 15.173
8 C 7.285 15.376 14.151
9 C 8.151 14.431 14.952
10 C 8.077 12.942 14.534
11 C 9.348 12.025 14.723
12 O 9.986 12.154 15.939
13 C 10.189 12.406 13.488
14 C 9.665 12.075 12.236
15 C 10.338 12.407 11.108
16 C 11.527 13.173 11.168
17 C 12.008 13.606 12.428
18 C 11.384 13.109 13.562
19 C 8.957 10.533 14.740
20 C 9.368 9.532 13.842
21 C 8.876 8.225 13.908
22 C 8.134 7.889 15.005
23 C 7.688 8.819 15.922
24 C 8.120 10.133 15.832
25 N 9.355 15.219 15.647
26 C 10.469 16.154 19.944
27 C 11.274 17.161 19.433
28 C 12.450 17.596 20.029
29 C 12.862 17.029 21.254
30 C 11.967 16.128 21.872
31 C 10.750 15.731 21.273
32 C 8.102 15.763 20.207
33 C 7.355 14.772 20.824
34 C 6.313 15.060 21.657
35 C 6.016 16.359 22.115
36 C 6.741 17.369 21.449
37 C 7.762 17.059 20.583
38 H 9.808 16.791 17.732
39 H 8.115 16.965 17.918
40 H 6.721 14.297 16.855
41 H 5.775 16.570 15.248
42 H 7.080 15.536 13.073
43 H 7.716 12.932 13.460
44 H 7.342 12.577 15.192
45 H 8.727 11.614 12.112
46 H 9.904 12.089 10.131
47 H 11.975 13.522 10.225
48 H 12.845 14.312 12.465
49 H 11.806 13.364 14.535
50 H 10.100 9.836 13.114
51 H 9.297 7.407 13.241
52 H 7.772 6.854 15.142
53 H 6.984 8.595 16.732
54 H 7.765 10.947 16.522
55 H 11.122 17.752 18.494
56 H 13.093 18.369 19.552
57 H 13.702 17.323 21.795
58 H 12.020 15.822 22.908
59 H 10.102 14.926 21.659
60 H 7.669 13.714 20.584
61 H 5.957 14.119 22.103
62 H 5.302 16.506 22.882
63 H 6.587 18.426 21.683
64 H 8.371 17.913 20.199
65 F 7.959 6.598 21.461
66 C 8.658 7.631 20.883
67 C 8.129 8.045 19.708
68 C 8.454 9.294 19.237
69 C 9.327 10.158 19.929
70 C 10.028 9.555 20.980
71 C 9.666 8.307 21.519
72 H 7.474 7.378 19.181
73 H 8.076 9.648 18.309
74 H 10.877 9.961 21.462
75 H 10.118 7.858 22.457
76 N 16.147 12.175 16.370
77 C 14.810 12.521 16.464
78 C 14.701 13.819 16.130
79 N 15.936 14.324 15.765
80 C 16.767 13.325 15.945
81 H 16.538 11.289 16.544
82 H 14.049 11.779 16.829
83 H 13.842 14.490 16.211
84 H 17.818 13.370 15.704
85 C 12.307 7.934 17.446
86 P 13.953 8.651 17.145
87 C 14.983 7.122 17.409
88 C 14.022 8.719 15.277
89 C 14.947 8.005 14.556
90 C 15.099 8.079 13.216
91 C 14.270 8.922 12.459
92 C 13.323 9.660 13.175
93 C 13.253 9.610 14.543
94 H 12.308 6.851 17.235
95 H 11.634 8.392 16.715
96 H 11.872 7.994 18.497
97 H 14.683 6.373 16.696
98 H 14.924 6.676 18.405
99 H 16.060 7.251 17.200
100 H 15.643 7.306 15.133
101 H 15.814 7.561 12.655
102 H 14.390 9.094 11.399
103 H 12.667 10.382 12.701
104 H 12.479 10.232 15.008

***

No. 2
The following is a DFT calculation (wB97M-V/def2-TZVPD) of a cluster of 2 separate species, C5H12S2Si in total at a distorted geometry.

F_max: 5.210 eV/Å
E_tot: -1283.34180 Ha
Relative energy (zero: lowest compared OMol25 entry of this formula, charge and spin): 547.8 kJ/mol
E_HOMO (alpha / beta): -0.30284 / -0.30001 Eh
Multiplicity: 1

Geometry (Å):
1 C -0.540 -0.673 -1.044
2 C -1.045 -0.074 1.828
3 C 1.749 0.681 0.692
4 C -0.890 2.215 -0.498
5 C -0.532 -2.114 -1.092
6 Si -0.119 0.557 0.317
7 S 1.048 0.270 -2.939
8 S 1.114 -2.700 -0.478
9 H -0.434 -0.007 2.639
10 H -1.875 0.497 1.952
11 H -1.316 -1.040 1.703
12 H 1.974 0.500 1.798
13 H 2.388 -0.056 0.122
14 H 2.013 1.634 0.446
15 H -0.937 2.967 0.370
16 H -0.268 2.465 -1.294
17 H -1.910 1.841 -0.739
18 H -1.202 -2.426 -0.406
19 H -0.816 -2.592 -1.987
20 H 1.599 -1.943 -1.391

***

No. 3
The following is a DFT calculation (wB97M-V/def2-TZVPD) of a structure of composition C30H37N4O3RuSSbSe2Te2 at a distorted geometry.

F_max: 1.984 eV/Å
Total charge: +1
E_tot: -7682.15608 Ha
Relative energy (zero: lowest compared OMol25 entry of this formula, charge and spin): 0.0 kJ/mol
E_HOMO (alpha / beta): -0.31251 / -0.31182 Eh
Multiplicity: 2

Geometry (Å):
1 Ru -0.189 -0.278 -2.174
2 C 0.692 -4.996 0.697
3 N -0.223 -4.199 -0.084
4 C -1.633 -4.293 0.233
5 C 0.173 -3.324 -1.015
6 O -0.615 -2.708 -1.728
7 C 1.680 -3.116 -1.183
8 O 1.843 -1.879 -1.836
9 C 3.150 -1.353 -1.877
10 C 3.051 0.162 -1.623
11 O 1.980 0.662 -1.280
12 N 4.161 0.891 -1.759
13 C 4.115 2.323 -1.528
14 C 5.472 0.400 -2.114
15 H 1.327 -4.380 1.336
16 H 1.335 -5.585 0.043
17 H 0.126 -5.673 1.330
18 H -1.795 -4.069 1.289
19 H -2.018 -5.288 0.009
20 H -2.162 -3.563 -0.375
21 H 2.093 -3.937 -1.790
22 H 2.176 -3.104 -0.205
23 H 3.587 -1.545 -2.869
24 H 3.781 -1.806 -1.103
25 H 3.078 2.646 -1.460
26 H 4.606 2.831 -2.360
27 H 4.638 2.569 -0.600
28 H 5.465 -0.638 -2.426
29 H 6.148 0.501 -1.261
30 H 5.862 1.001 -2.937
31 Se -0.845 2.178 -2.018
32 Te -1.852 2.573 -4.223
33 Te -0.501 0.814 -5.869
34 Se 1.194 -0.266 -4.469
35 C -1.175 -2.960 -4.741
36 C -2.218 -2.158 -4.060
37 N -2.066 -0.979 -3.486
38 C -3.293 -0.614 -3.000
39 C -4.199 -1.584 -3.297
40 N -3.504 -2.552 -3.967
41 H -0.233 -2.870 -4.201
42 H -1.023 -2.599 -5.761
43 H -1.472 -4.006 -4.765
44 H -3.440 0.319 -2.483
45 H -5.246 -1.670 -3.095
46 H -3.883 -3.409 -4.335
47 S -0.623 -0.729 0.445
48 Sb -0.668 1.202 1.692
49 C -1.518 0.562 3.548
50 C -2.388 1.385 4.241
51 C -2.985 0.932 5.406
52 C -2.699 -0.336 5.882
53 C -1.810 -1.149 5.199
54 C -1.228 -0.704 4.026
55 C -1.961 2.850 1.198
56 C -3.326 2.621 1.261
57 C -4.200 3.642 0.931
58 C -3.707 4.876 0.538
59 C -2.342 5.099 0.483
60 C -1.460 4.080 0.807
61 C 1.288 1.936 2.172
62 C 1.416 3.098 2.918
63 C 2.675 3.494 3.345
64 C 3.789 2.730 3.032
65 C 3.648 1.569 2.288
66 C 2.395 1.169 1.855
67 H -2.609 2.376 3.870
68 H -3.682 1.569 5.931
69 H -3.181 -0.697 6.777
70 H -1.579 -2.133 5.578
71 H -0.556 -1.344 3.469
72 H -3.702 1.649 1.565
73 H -5.264 3.469 0.975
74 H -4.388 5.663 0.256
75 H -1.962 6.061 0.174
76 H -0.392 4.239 0.739
77 H 0.540 3.684 3.173
78 H 2.780 4.395 3.933
79 H 4.767 3.037 3.378
80 H 4.516 0.968 2.065
81 H 2.273 0.268 1.268